A 2-piece molecular cluster, C3H3F6N3O3 overall in a non-equilibrium geometry, computed with wB97M-V/def2-TZVPD.

XYZ file:
```
18
Properties=species:S:1:pos:R:3:mulliken_spin:R:1
F -2.3663 -1.0521 1.2303 0.04
F 0.3950 -1.9204 1.3530 0.01
F -1.6384 -2.4862 -0.3148 0.01
F 0.1515 0.2407 1.2499 0.00
F -0.9281 3.6579 0.7961 0.00
F 1.0270 2.9874 1.3074 0.00
O -1.9292 0.8838 -0.6010 0.70
O -2.2177 -0.7557 -1.9267 0.69
O 0.7502 -0.9838 -0.5610 0.00
N 0.1671 2.9023 0.2556 0.01
N -1.9091 -0.2667 -0.8952 0.35
N 0.2378 2.5431 -0.7951 0.00
C 2.1364 -0.8787 -0.4609 0.00
C -1.4555 -1.2510 0.1701 0.18
C 0.0402 -0.9599 0.5201 0.02
H 2.6603 -1.7882 0.1575 0.00
H 2.5287 -1.0711 -1.3929 0.00
H 2.3502 0.1985 -0.0925 0.00
```

The total charge is 0. The value obtained for the energy relative to the best compared isomer or geometry (same formula, charge and spin) is 0.0 kJ/mol. Its gap between HOMO and LUMO (spin up / spin down) is 8.019 / 6.227 eV. Its spin multiplicity is 3.


C3H3FFeO4 as an isolated structure in a non-equilibrium geometry, computed with wB97M-V/def2-TZVPD.

XYZ file:
```
12
Properties=species:S:1:pos:R:3:mulliken_spin:R:1
Fe 4.9840 0.8695 -0.2472 3.94
F -3.5927 0.1065 0.6039 0.01
O 2.6024 0.0376 -1.3586 -0.03
O 3.4802 -0.2712 -0.3450 0.07
O 0.3597 0.3110 0.1751 1.42
O -2.8663 -1.0718 0.7287 0.03
C -0.9984 0.4291 0.2986 0.06
C 1.4653 0.2921 -1.5014 0.24
C -1.6400 -0.8796 0.5819 0.10
H -1.2848 1.1583 1.0884 0.10
H -1.0866 -1.8323 0.6146 0.00
H -1.4229 0.8509 -0.6391 0.05
```

The total charge is +4. Its gap between HOMO and LUMO (spin up / spin down) is 10.801 / 5.828 eV. Its spin multiplicity is 7.


- What is the total charge in the second record?
  +4


- What is the formula in the first record?
  C3H3F6N3O3